# CH3BrOS

The molecule CH3BrOS at a distorted geometry (ωB97M-V/def2-TZVPD, the Open Molecules 2025 dataset).

Geometry (Å):
C: 0.61448 0.48477 -0.18159
O: -2.16088 0.10984 -0.18035
S: -0.77175 -0.14902 0.81776
Br: -0.30292 -2.31013 0.63086
H: 0.78651 1.50517 0.15099
H: 0.33605 0.47917 -1.23066
H: 1.49850 -0.11980 -0.00702

Computed properties:
* E_LUMO: -0.7 eV
* net charge: 0

***

# CH3BrP2

The molecule CH3BrP2 at a distorted geometry (ωB97M-V/def2-TZVPD, the Open Molecules 2025 dataset).

Geometry (Å):
P: 0.68404 -0.50076 0.40155
P: -1.27774 -0.61453 -0.79374
C: -2.25922 0.03798 0.35257
Br: -4.33706 0.09670 -0.12094
H: 0.90497 0.99094 0.51964
H: -0.07436 -0.48828 1.61915
H: -1.99264 0.56406 1.37593

Computed properties:
* E_LUMO: -0.6 eV
* net charge: 0
* SMILES: [PH2]#P=CBr

***

# CH3BrP2

A cluster of 2 separate species, CH3BrP2 in total at a distorted geometry (ωB97M-V/def2-TZVPD, the Open Molecules 2025 dataset).

Geometry (Å):
C: -0.21133 -0.15087 -0.60709
P: 1.21569 0.29416 0.11732
P: -1.80373 0.51258 0.01602
Br: 4.63211 -0.21919 0.12652
H: -0.31766 -0.77889 -1.48263
H: -2.20935 -0.68744 0.61372
H: -1.30572 1.02965 1.21613

Computed properties:
* E_LUMO (alpha / beta): -3.3 / -3.3 eV
* net charge: 0

***

Q: Which energy relative to the best compared isomer or geometry (same formula, charge and spin) values were calculated for the entries above? A: 1.034 0.997 2.497, in eV.